# 1
ORCA calculation (wB97M-V/def2-TZVPD) on a 13-piece molecular cluster, C15H56N4O13 overall in a non-equilibrium geometry.

Output
2S+1 = 1
LUMO energy = 0.2295 eV
Kohn-Sham gap = 8.89 eV
HOMO = -8.66 eV
ΔE to the lowest compared entry with this formula, charge and spin = 1.1432 eV
Electronic energy = -49034.3440 eV
Max |F| = 9.51 eV Å⁻¹

CARTESIAN COORDINATES (ANGSTROEM)
C1 -13.808 24.035 9.116
C2 -12.892 24.357 7.955
O1 -12.894 23.320 7.010
H1 -14.794 24.370 8.854
H2 -13.619 24.540 10.034
H3 -13.850 22.998 9.273
H4 -11.858 24.336 8.228
H5 -13.010 25.338 7.582
H6 -12.339 23.531 6.229
C3 -13.050 27.965 9.176
C4 -12.246 27.905 10.462
O2 -11.881 26.555 10.613
H7 -13.895 27.239 9.233
H8 -12.542 27.602 8.271
H9 -13.398 28.892 8.851
H10 -12.909 28.101 11.263
H11 -11.353 28.519 10.556
H12 -11.447 26.387 11.464
C5 -12.098 23.910 14.267
O3 -11.891 24.538 12.998
N1 -13.185 24.113 14.874
N2 -11.220 23.160 14.832
H13 -13.823 24.801 14.437
H14 -13.349 23.905 15.911
H15 -10.329 23.286 14.287
H16 -11.126 23.191 15.846
C6 -8.894 27.311 4.978
O4 -7.899 26.327 5.185
N3 -9.912 27.460 5.824
N4 -8.883 28.067 3.904
H17 -10.149 26.876 6.643
H18 -10.553 28.254 5.737
H19 -8.272 27.831 3.106
H20 -9.773 28.655 3.682
C7 -15.424 27.023 6.770
O5 -16.304 26.142 7.446
H21 -14.541 26.446 6.396
H22 -15.095 27.876 7.328
H23 -15.917 27.539 5.940
H24 -16.062 25.210 7.205
C8 -14.374 26.765 12.669
O6 -15.109 25.841 13.376
H25 -14.938 27.728 12.673
H26 -14.235 26.437 11.650
H27 -13.399 26.878 13.081
H28 -15.835 25.642 12.812
C9 -13.215 29.921 5.563
O7 -12.645 28.713 6.017
H29 -14.318 29.767 5.589
H30 -12.913 30.196 4.568
H31 -13.124 30.795 6.205
H32 -12.928 27.998 5.448
C10 -17.946 26.942 10.045
O8 -16.649 26.764 10.476
H33 -18.396 27.867 10.421
H34 -18.669 26.209 10.336
H35 -18.044 27.156 9.025
H36 -16.320 26.032 9.986
C11 -10.400 27.037 13.821
O9 -9.697 26.544 12.715
H37 -9.726 27.307 14.601
H38 -10.976 26.229 14.201
H39 -11.030 27.833 13.586
H40 -8.833 26.904 12.885
C12 -10.669 23.527 10.604
O10 -9.390 24.166 10.808
H41 -10.680 22.987 9.670
H42 -11.529 24.208 10.604
H43 -10.845 22.785 11.379
H44 -9.423 24.566 11.631
C13 -10.579 29.998 8.183
O11 -9.678 30.821 7.473
H45 -11.598 30.562 8.133
H46 -10.451 29.849 9.233
H47 -10.752 29.061 7.587
H48 -9.341 30.307 6.813
C14 -7.870 29.513 10.869
O12 -6.938 28.506 10.655
H49 -7.724 30.029 11.856
H50 -8.995 29.106 10.935
H51 -7.794 30.218 10.064
H52 -6.837 28.464 9.718
C15 -8.961 26.776 8.810
O13 -10.312 26.527 8.437
H53 -8.521 26.014 9.435
H54 -8.925 27.701 9.234
H55 -8.359 26.900 7.948
H56 -10.895 26.426 9.174

# 2
ORCA calculation (wB97M-V/def2-TZVPD) on a 5-piece molecular cluster, C3H17NO4 overall in a non-equilibrium geometry.

Output
SMILES = CN(C)C.O.O.O.O
2S+1 = 1
LUMO energy = 0.4792 eV
Kohn-Sham gap = 8.01 eV
HOMO = -7.53 eV
ΔE to the lowest compared entry with this formula, charge and spin = 3.8268 eV
Electronic energy = -13063.2731 eV
Max |F| = 5.64 eV Å⁻¹

CARTESIAN COORDINATES (ANGSTROEM)
C1 -0.166 3.949 -1.435
N1 -0.034 3.293 -0.042
C2 1.309 3.064 0.521
C3 -1.206 3.603 0.892
H1 -0.503 3.369 -2.215
H2 0.865 4.539 -1.803
H3 -0.808 4.785 -1.312
H4 1.100 2.900 1.524
H5 1.904 2.173 -0.023
H6 2.190 3.700 0.525
H7 -1.371 4.725 1.161
H8 -0.866 3.030 1.774
H9 -1.955 2.876 0.454
O1 -1.441 -3.954 1.700
H10 -1.088 -4.504 0.997
H11 -1.137 -3.007 1.659
O2 -2.884 -4.469 -0.837
H12 -3.589 -4.949 -1.289
H13 -3.279 -4.170 0.037
O3 3.331 1.784 -1.064
H14 3.210 1.007 -1.700
H15 4.322 1.946 -1.007
O4 1.039 -5.244 0.251
H16 0.055 -5.559 0.292
H17 1.208 -4.552 0.962

# 3
ORCA calculation (wB97M-V/def2-TZVPD) on C49H44ClF10N8O5PTi as an isolated structure in a non-equilibrium geometry.

Output
2S+1 = 1
LUMO energy = -4.6518 eV
Kohn-Sham gap = 7.59 eV
HOMO = -12.24 eV
Charge = +2
ΔE to the lowest compared entry with this formula, charge and spin = 1.2830 eV
Electronic energy = -145773.7870 eV
Max |F| = 1.18 eV Å⁻¹

CARTESIAN COORDINATES (ANGSTROEM)
Ti1 -1.005 0.664 0.674
F1 6.198 -1.208 -1.068
C1 5.302 -0.598 -1.869
C2 4.025 -0.442 -1.417
C3 3.059 0.144 -2.230
C4 1.674 0.261 -1.732
O1 1.367 -0.172 -0.624
C5 0.740 0.842 -2.666
C6 1.170 1.240 -3.894
N1 2.447 1.169 -4.323
C7 2.795 1.675 -5.637
C8 2.237 2.996 -6.063
C9 3.691 2.874 -5.729
C10 3.418 0.582 -3.504
C11 4.735 0.426 -3.946
C12 5.694 -0.169 -3.145
N2 7.021 -0.297 -3.646
C13 8.135 -0.560 -2.734
C14 9.447 -0.406 -3.519
N3 9.175 0.451 -4.727
C15 8.298 -0.293 -5.709
C16 7.201 -1.008 -4.909
C17 -0.693 1.032 -2.344
O2 -1.569 1.017 -3.171
O3 -0.930 1.294 -1.060
H1 3.748 -0.796 -0.432
H2 0.465 1.653 -4.603
H3 2.893 0.905 -6.393
H4 1.615 3.534 -5.360
H5 1.943 3.096 -7.097
H6 4.018 3.313 -4.795
H7 4.414 2.906 -6.533
H8 5.019 0.795 -4.922
H9 8.117 -1.560 -2.300
H10 8.100 0.159 -1.920
H11 9.829 -1.350 -3.902
H12 10.224 0.069 -2.927
H13 10.040 0.756 -5.173
H14 8.668 1.282 -4.418
H15 8.940 -0.983 -6.251
H16 7.905 0.448 -6.402
H17 7.468 -2.056 -4.737
H18 6.283 -1.002 -5.487
O4 -0.387 -0.646 1.964
N4 -0.250 -1.904 1.686
N5 -0.661 -2.126 0.523
O5 -1.127 -1.146 -0.207
C18 -0.590 -3.459 -0.042
C19 -0.715 -4.549 0.797
C20 -0.659 -5.813 0.230
C21 -0.485 -5.955 -1.142
C22 -0.367 -4.835 -1.957
C23 -0.422 -3.562 -1.408
H19 -0.863 -4.412 1.860
H20 -0.766 -6.682 0.864
H21 -0.451 -6.945 -1.578
H22 -0.232 -4.950 -3.024
H23 -0.338 -2.671 -2.013
N6 -2.231 3.983 0.208
C24 -1.957 2.934 0.599
H24 -2.479 4.888 -0.138
F2 -0.856 0.322 9.523
C25 -0.539 1.415 8.814
F3 -1.097 2.464 9.433
F4 0.790 1.563 8.878
C26 -1.023 1.299 7.389
C27 -2.367 1.518 7.114
C28 -2.833 1.387 5.819
C29 -1.959 1.047 4.783
C30 -0.624 0.800 5.080
C31 -0.153 0.928 6.381
P1 -2.594 0.785 3.084
C32 -3.225 -0.939 3.209
C33 -2.516 -1.809 4.036
C34 -2.715 -3.183 3.977
C35 -3.635 -3.709 3.089
C36 -4.395 -2.860 2.300
C37 -4.185 -1.492 2.354
C38 -3.816 -5.199 2.962
F5 -4.869 -5.644 3.655
F6 -2.732 -5.865 3.400
F7 -4.006 -5.557 1.680
C39 -3.944 2.023 3.009
C40 -3.604 3.310 3.431
C41 -4.477 4.374 3.261
C42 -5.707 4.165 2.662
C43 -6.076 2.890 2.265
C44 -5.199 1.831 2.434
C45 -6.637 5.317 2.381
F8 -6.279 6.423 3.041
F9 -6.641 5.615 1.069
F10 -7.901 5.029 2.717
H25 -3.047 1.793 7.910
H26 -3.884 1.553 5.619
H27 0.058 0.495 4.301
H28 0.889 0.746 6.603
H29 -1.778 -1.424 4.728
H30 -2.139 -3.838 4.618
H31 -5.141 -3.268 1.629
H32 -4.763 -0.869 1.698
H33 -2.643 3.497 3.898
H34 -4.198 5.363 3.597
H35 -7.051 2.722 1.826
H36 -5.523 0.853 2.125
C46 -4.647 0.121 -2.930
N7 -4.251 -0.656 -1.746
C47 -4.204 -2.121 -1.839
C48 -3.744 -0.068 -0.703
N8 -3.310 0.450 0.242
H37 -5.705 -0.039 -3.129
H38 -4.049 -0.198 -3.781
H39 -4.452 1.173 -2.747
H40 -5.187 -2.495 -2.120
H41 -3.922 -2.535 -0.873
H42 -3.471 -2.420 -2.589
Cl1 0.304 2.853 2.615
C49 0.729 1.745 1.230
H43 1.526 1.104 1.586
H44 1.072 2.388 0.427

# 4
ORCA calculation (wB97M-V/def2-TZVPD) on a 3-piece molecular cluster, C2H9OS overall in a non-equilibrium geometry.

Output
2S+1 = 2
LUMO energy (spin up / spin down) = 0.6449 / 0.6375 eV
Kohn-Sham gap (spin up / spin down) = 7.10 / 10.48 eV
HOMO (spin up / spin down) = -6.46 / -9.84 eV
<S²> = 0.755
ΔE to the lowest compared entry with this formula, charge and spin = 0.4988 eV
Electronic energy = -15099.6436 eV
Max |F| = 2.74 eV Å⁻¹

CARTESIAN COORDINATES (ANGSTROEM)
O1 -0.657 -0.767 2.630
H1 -0.098 -0.586 3.405
H2 -0.358 1.348 -3.888
H3 -1.435 -0.217 2.769
C1 -0.343 0.588 -0.106
C2 0.612 -0.465 0.222
S1 1.321 -1.547 -0.880
H4 -1.372 0.260 -0.328
H5 -0.174 1.119 -1.065
H6 -0.314 1.489 0.497
H7 -0.050 1.658 -4.492
H8 0.720 -0.704 1.268
H9 2.148 -2.177 -0.034

# 5
ORCA calculation (wB97M-V/def2-TZVPD) on one molecule with the formula C11H8IN in a non-equilibrium geometry.

Output
SMILES = N#C\C=c1/cccc/c1=C/C=C/I
2S+1 = 1
LUMO energy = -1.2863 eV
Kohn-Sham gap = 6.45 eV
HOMO = -7.74 eV
Electronic energy = -21123.6547 eV
Max |F| = 4.95 eV Å⁻¹

CARTESIAN COORDINATES (ANGSTROEM)
N1 1.506 -4.328 -0.526
C1 1.413 -3.145 -0.559
C2 1.183 -1.798 -0.898
C3 0.339 -0.993 -0.248
C4 -0.522 -1.480 0.868
C5 -1.665 -0.924 1.342
C6 -2.075 0.344 0.761
C7 -1.240 0.953 -0.146
C8 -0.028 0.436 -0.560
C9 0.980 1.307 -0.865
C10 2.319 0.965 -0.874
C11 2.961 0.372 0.162
I1 4.980 0.071 0.212
H1 1.703 -1.306 -1.761
H2 -0.196 -2.368 1.380
H3 -2.235 -1.423 2.103
H4 -2.954 0.758 1.269
H5 -1.581 1.933 -0.373
H6 0.850 2.349 -1.139
H7 2.809 1.472 -1.687
H8 2.492 -0.036 1.047

# 6
ORCA calculation (wB97M-V/def2-TZVPD) on C26H84BN6O13Zr as an isolated structure in a non-equilibrium geometry.

Output
2S+1 = 1
LUMO energy = -2.6951 eV
Kohn-Sham gap = 8.14 eV
HOMO = -10.84 eV
Charge = +1
Electronic energy = -65832.9208 eV
Max |F| = 6.66 eV Å⁻¹

CARTESIAN COORDINATES (ANGSTROEM)
Zr1 -1.661 -6.885 7.591
B1 -2.941 -8.048 9.145
H1 -3.850 -8.616 9.598
H2 -3.337 -7.063 8.727
H3 -2.201 -7.743 9.969
H4 -2.408 -8.572 8.290
O1 -1.331 -6.199 5.450
C1 -0.819 -7.131 4.541
C2 -0.493 -8.503 5.171
O2 -0.865 -8.680 6.519
H5 -0.045 -6.703 3.886
H6 -1.550 -7.360 3.743
H7 0.604 -8.605 5.176
H8 -0.917 -9.299 4.550
C3 2.273 -8.091 2.429
C4 1.552 -8.111 1.093
C5 2.180 -7.203 0.054
O3 1.814 -5.859 0.237
C6 2.525 -4.996 -0.635
N1 1.599 -9.495 0.608
H9 1.786 -8.748 3.156
H10 2.260 -7.102 2.902
H11 3.337 -8.339 2.424
H12 0.521 -7.788 1.296
H13 1.878 -7.565 -0.943
H14 3.267 -7.359 0.016
H15 2.464 -3.982 -0.248
H16 2.112 -5.105 -1.642
H17 3.595 -5.225 -0.676
H18 0.963 -9.653 -0.168
H19 1.236 -10.083 1.351
C7 -1.190 -13.185 7.419
C8 -2.458 -12.322 7.200
C9 -2.857 -11.432 8.360
O4 -3.395 -12.083 9.491
C10 -2.455 -12.624 10.400
N2 -2.170 -11.469 6.027
H20 -1.098 -13.883 6.589
H21 -1.245 -13.764 8.343
H22 -0.332 -12.515 7.499
H23 -3.259 -13.012 6.920
H24 -3.659 -10.787 7.996
H25 -2.012 -10.804 8.672
H26 -2.119 -13.621 10.106
H27 -2.965 -12.708 11.357
H28 -1.577 -11.976 10.479
H29 -1.500 -11.948 5.430
H30 -1.597 -10.659 6.289
C11 -2.434 -5.651 1.162
C12 -1.731 -4.669 0.229
C13 -2.610 -3.453 -0.010
O5 -3.734 -3.797 -0.799
C14 -4.403 -2.684 -1.335
N3 -0.419 -4.262 0.792
H31 -3.330 -6.066 0.702
H32 -2.717 -5.128 2.078
H33 -1.761 -6.472 1.420
H34 -1.521 -5.160 -0.729
H35 -2.054 -2.661 -0.532
H36 -2.964 -3.032 0.940
H37 -4.027 -2.448 -2.338
H38 -4.351 -1.749 -0.770
H39 -5.453 -2.956 -1.446
H40 0.226 -5.028 0.557
H41 -0.145 -3.446 0.253
C15 4.116 -5.302 10.708
C16 3.231 -5.768 9.556
C17 3.420 -7.277 9.412
O6 2.604 -7.908 8.432
C18 3.010 -7.665 7.079
N4 1.791 -5.461 9.802
H42 3.833 -4.316 11.082
H43 5.144 -5.245 10.350
H44 4.036 -5.939 11.590
H45 3.383 -5.207 8.632
H46 3.212 -7.820 10.335
H47 4.484 -7.384 9.171
H48 2.481 -8.406 6.483
H49 4.088 -7.807 7.006
H50 2.708 -6.672 6.737
H51 1.699 -4.503 10.123
H52 1.405 -6.070 10.517
C19 -3.876 -9.125 3.198
C20 -5.003 -9.800 3.968
C21 -5.249 -11.238 3.507
O7 -5.612 -11.237 2.148
C22 -6.175 -12.477 1.774
N5 -4.569 -9.853 5.391
H53 -3.668 -8.111 3.531
H54 -4.075 -9.065 2.125
H55 -3.015 -9.799 3.255
H56 -5.893 -9.171 3.907
H57 -6.088 -11.635 4.098
H58 -4.394 -11.889 3.738
H59 -6.555 -12.487 0.755
H60 -7.001 -12.822 2.405
H61 -5.379 -13.229 1.842
H62 -5.325 -10.320 5.895
H63 -3.816 -10.557 5.451
C23 3.960 -14.429 6.670
C24 4.647 -13.760 5.490
C25 4.963 -12.284 5.602
O8 3.817 -11.572 6.024
C26 2.825 -11.305 5.079
N6 5.828 -14.528 5.008
H64 4.440 -14.210 7.626
H65 3.824 -15.490 6.466
H66 2.931 -14.076 6.805
H67 3.955 -13.860 4.644
H68 5.319 -11.854 4.659
H69 5.712 -12.088 6.376
H70 2.567 -12.164 4.449
H71 3.203 -10.570 4.349
H72 1.926 -10.876 5.515
H73 6.619 -14.172 5.548
H74 5.766 -15.494 5.309
O9 0.140 -5.620 7.593
H75 0.689 -5.506 8.434
H76 0.612 -5.155 6.890
O10 -3.601 -7.569 6.423
H77 -4.070 -6.897 5.917
H78 -3.915 -8.460 6.035
O11 -0.464 -4.028 3.634
H79 -0.552 -4.166 2.662
H80 -0.748 -4.865 4.027
O12 -0.022 -7.762 8.912
H81 0.933 -7.936 8.695
H82 -0.109 -7.898 9.862
O13 -2.962 -5.046 7.383
H83 -2.809 -4.298 6.784
H84 -3.792 -4.862 7.842

# 7
ORCA calculation (wB97M-V/def2-TZVPD) on CF4MgO3P as an isolated structure in a non-equilibrium geometry.

Output
2S+1 = 1
LUMO energy = -8.1156 eV
Kohn-Sham gap = 7.22 eV
HOMO = -15.34 eV
Charge = +1
ΔE to the lowest compared entry with this formula, charge and spin = 0.0000 eV
Electronic energy = -32781.2759 eV
Max |F| = 3.17 eV Å⁻¹

CARTESIAN COORDINATES (ANGSTROEM)
C1 -0.444 0.348 -2.927
O1 0.859 -0.250 0.102
O2 -1.344 0.639 -2.232
O3 0.205 0.136 -3.864
Mg1 2.215 -1.374 0.998
P1 -0.134 0.110 1.218
F1 0.749 -1.129 2.270
F2 0.330 1.103 2.357
F3 -1.070 1.247 0.596
F4 -1.365 -0.828 1.482

# 8
ORCA calculation (wB97M-V/def2-TZVPD) on C27H36BiBrN3O4P as an isolated structure in a non-equilibrium geometry.

Output
2S+1 = 1
LUMO energy = -7.5556 eV
Kohn-Sham gap = 6.24 eV
HOMO = -13.79 eV
Charge = +2
Electronic energy = -126399.7199 eV
Max |F| = 1.51 eV Å⁻¹

CARTESIAN COORDINATES (ANGSTROEM)
Bi1 -0.473 1.677 0.326
C1 0.752 -5.105 -2.935
C2 1.075 -3.905 -3.837
C3 0.014 -3.816 -4.941
C4 2.451 -4.127 -4.478
C5 1.051 -2.650 -2.986
C6 -0.123 -2.271 -2.322
C7 -0.033 -1.200 -1.485
Br1 -1.736 -0.442 -0.547
C8 1.096 -0.449 -1.188
O1 1.106 0.440 -0.178
C9 2.216 -0.720 -2.000
C10 2.157 -1.830 -2.834
C11 3.478 0.137 -2.034
C12 4.633 -0.673 -1.432
C13 3.341 1.453 -1.264
C14 3.778 0.494 -3.503
H1 0.808 -6.018 -3.519
H2 -0.249 -5.036 -2.518
H3 1.463 -5.183 -2.117
H4 0.042 -4.722 -5.539
H5 0.201 -2.972 -5.599
H6 -0.989 -3.721 -4.532
H7 2.439 -5.066 -5.026
H8 3.234 -4.197 -3.725
H9 2.695 -3.336 -5.185
H10 -1.055 -2.785 -2.474
H11 3.038 -2.060 -3.404
H12 4.393 -0.965 -0.413
H13 5.533 -0.065 -1.414
H14 4.838 -1.574 -2.004
H15 3.258 1.268 -0.197
H16 2.468 2.011 -1.602
H17 4.221 2.069 -1.433
H18 4.035 -0.373 -4.103
H19 4.620 1.180 -3.542
H20 2.921 0.981 -3.963
N1 -3.016 -3.425 9.863
C15 -2.764 -2.801 8.938
C16 -2.410 -2.012 7.812
C17 -2.520 -2.510 6.513
C18 -2.095 -1.752 5.439
C19 -1.567 -0.477 5.642
C20 -1.500 0.035 6.939
C21 -1.914 -0.724 8.015
N2 -1.102 0.308 4.553
C22 -0.471 1.518 4.671
C23 -0.207 1.962 3.416
N3 -0.658 1.028 2.523
C24 -1.193 0.043 3.244
H21 -2.936 -3.491 6.350
H22 -2.168 -2.178 4.452
H23 -1.126 1.023 7.140
H24 -1.855 -0.319 9.013
H25 -0.238 1.975 5.607
H26 0.272 2.867 3.106
H27 -1.651 -0.825 2.814
C25 -4.471 4.758 -2.263
O2 -3.412 4.743 -1.303
P1 -2.724 3.415 -0.742
O3 -1.362 3.244 -1.690
C26 -0.699 4.356 -2.311
O4 -1.952 4.140 0.529
C27 -2.665 4.941 1.471
H28 -4.744 5.804 -2.401
H29 -5.333 4.207 -1.892
H30 -4.140 4.349 -3.217
H31 -0.423 4.045 -3.318
H32 0.189 4.631 -1.740
H33 -1.357 5.223 -2.367
H34 -1.920 5.550 1.978
H35 -3.185 4.310 2.195
H36 -3.381 5.588 0.966